Record 1
The following is a quantum chemistry calculation of a cluster of 5 separate species, C32H68F4IO2S in total, from the Open Molecules 2025 dataset.

Computed properties:
Total charge: +1
E, Eh: -2505.58753

Last column: Mulliken charge in e.
Positions of all 108 atoms, in Å:
C  -2.15  4.30  -3.50  -1.267
C  -1.87  2.86  -3.93  -0.035
O  -0.71  2.36  -3.24  -0.250
C  -0.31  1.08  -3.67  0.309
C  1.21  0.97  -3.86  -1.042
S  2.28  1.93  -2.77  0.030
C  1.42  1.88  -1.19  -0.525
C  2.23  2.47  -0.03  -0.103
O  1.67  3.09  0.82  -0.430
I  4.30  1.99  0.11  0.104
C  2.18  3.76  -3.19  0.839
F  1.20  4.35  -2.52  -0.206
F  3.35  4.23  -2.72  -0.245
C  2.12  4.06  -4.70  0.038
F  1.01  3.50  -5.25  -0.183
F  2.06  5.39  -4.82  -0.245
H  -2.10  4.99  -4.34  0.310
H  -3.15  4.39  -3.05  0.386
H  -1.42  4.63  -2.75  0.245
H  -1.69  2.80  -5.00  0.338
H  -2.72  2.22  -3.69  0.132
H  -0.65  0.32  -2.94  0.580
H  -0.78  0.82  -4.62  -0.602
H  1.53  -0.06  -3.63  0.623
H  1.54  1.18  -4.87  0.565
H  0.46  2.39  -1.28  0.447
H  1.29  0.81  -0.99  0.754
H  3.03  3.69  -5.20  0.355
C  -1.81  -1.79  -5.45  -1.180
C  -2.43  -0.80  -6.43  -0.605
C  -3.75  -0.20  -5.94  -0.013
C  -4.87  -1.22  -5.72  -0.901
C  -5.22  -2.07  -6.94  -0.432
C  -5.72  -1.26  -8.12  -1.192
H  -2.45  -2.65  -5.28  0.417
H  -0.85  -2.16  -5.82  0.350
H  -1.64  -1.31  -4.48  0.195
H  -2.57  -1.28  -7.40  0.489
H  -1.72  0.02  -6.61  0.297
H  -4.08  0.55  -6.66  0.397
H  -3.57  0.33  -5.00  -0.108
H  -5.76  -0.69  -5.39  0.408
H  -4.60  -1.88  -4.89  0.357
H  -5.99  -2.79  -6.65  0.393
H  -4.35  -2.67  -7.24  0.214
H  -6.60  -0.68  -7.85  0.300
H  -5.98  -1.91  -8.96  0.387
H  -4.96  -0.56  -8.49  0.278
C  -3.50  -1.24  3.17  -0.619
C  -2.96  0.09  3.67  -0.554
C  -2.35  0.96  2.57  -0.993
C  -1.16  0.32  1.85  0.009
C  0.00  -0.09  2.75  -0.215
C  0.65  1.07  3.49  -1.162
H  -2.72  -1.86  2.73  -0.220
H  -3.95  -1.81  3.98  0.443
H  -4.27  -1.08  2.41  0.322
H  -2.22  -0.09  4.46  0.231
H  -3.77  0.65  4.15  0.401
H  -2.05  1.92  3.00  0.352
H  -3.12  1.19  1.83  0.461
H  -0.79  1.04  1.10  -0.181
H  -1.51  -0.55  1.29  0.329
H  0.75  -0.59  2.14  0.376
H  -0.34  -0.84  3.47  0.317
H  1.02  1.81  2.78  0.075
H  1.49  0.74  4.09  0.426
H  -0.05  1.58  4.16  0.296
C  -0.26  -4.22  2.26  -0.855
C  -1.29  -5.22  1.74  -0.510
C  -2.60  -5.21  2.54  -0.518
C  -2.45  -5.57  4.02  -0.637
C  -1.81  -6.93  4.29  -0.437
C  -2.60  -8.10  3.71  -1.208
H  0.04  -4.44  3.29  0.276
H  0.64  -4.24  1.65  0.428
H  -0.66  -3.20  2.24  -0.055
H  -0.86  -6.22  1.74  0.289
H  -1.52  -4.98  0.70  0.362
H  -3.31  -5.89  2.06  0.389
H  -3.05  -4.21  2.47  0.131
H  -3.44  -5.55  4.48  0.390
H  -1.87  -4.79  4.53  0.317
H  -1.71  -7.06  5.37  0.374
H  -0.79  -6.95  3.89  0.234
H  -3.61  -8.12  4.12  0.298
H  -2.12  -9.05  3.95  0.384
H  -2.68  -8.04  2.62  0.276
C  4.35  3.61  3.77  -1.010
C  5.84  3.75  3.46  -0.367
C  6.66  2.51  3.80  -0.505
C  6.64  2.10  5.27  -0.745
C  7.12  3.18  6.24  -0.367
C  8.56  3.61  6.00  -1.194
H  4.17  3.44  4.84  0.318
H  3.80  4.50  3.49  0.388
H  3.92  2.76  3.23  0.098
H  6.24  4.62  3.99  0.294
H  5.96  3.97  2.40  0.298
H  7.69  2.66  3.47  0.340
H  6.28  1.66  3.20  0.223
H  7.27  1.21  5.39  0.390
H  5.63  1.79  5.55  0.284
H  7.02  2.80  7.26  0.382
H  6.46  4.06  6.18  0.221
H  9.24  2.76  6.09  0.297
H  8.87  4.36  6.73  0.380
H  8.70  4.05  5.01  0.277

Record 2
The following is a quantum chemistry calculation of a cluster of 3 separate species, C32H68N3O9P3 in total in a non-equilibrium geometry, from the Open Molecules 2025 dataset.

Computed properties:
E, Eh: -3125.44210
Structure (SMILES): CCCCCCCCCCCC[C@@](C#N)(CP(=O)(O)O)[C@@](C#N)([PH2]=N)P(C)CC.COCCOCCOC.COCCOCCOC

Last column: Mulliken charge in e.
Positions of all 115 atoms, in Å:
C  4.75  -4.89  2.29  -1.322
C  4.16  -5.56  1.05  0.026
C  5.23  -5.83  -0.02  -0.817
C  5.52  -4.54  -0.78  0.222
C  6.66  -4.65  -1.79  -1.019
C  7.51  -3.38  -1.96  -0.869
C  7.01  -2.43  -3.05  -0.996
C  5.51  -2.28  -3.03  0.004
C  4.98  -1.05  -3.77  -1.221
C  3.47  -1.20  -3.98  -0.929
C  2.72  -1.31  -2.66  0.420
C  1.23  -1.38  -2.97  -2.154
C  0.31  -1.59  -1.74  3.223
C  1.08  -1.33  -0.53  -1.610
N  1.74  -1.11  0.42  -0.691
C  -0.91  -0.62  -1.85  -0.639
P  -0.96  0.69  -0.60  0.853
O  0.17  1.60  -0.69  -0.748
O  -2.30  1.50  -0.97  -0.589
O  -1.23  0.09  0.85  -0.377
C  -0.15  -3.09  -1.65  1.758
C  1.03  -3.89  -1.87  -1.228
N  1.95  -4.62  -2.05  -0.550
P  -0.78  -3.64  0.00  0.410
N  -2.06  -2.93  0.57  -0.861
P  -1.32  -3.51  -3.09  0.009
C  -0.83  -5.23  -3.54  -1.239
C  -3.04  -3.68  -2.42  -0.097
C  -3.87  -4.70  -3.22  -1.495
H  5.49  -4.15  2.02  0.306
H  3.98  -4.36  2.83  0.372
H  5.24  -5.60  2.93  0.343
H  3.48  -4.85  0.60  -0.177
H  3.62  -6.46  1.30  0.449
H  4.79  -6.55  -0.70  0.311
H  6.14  -6.20  0.43  0.439
H  4.62  -4.30  -1.33  -0.469
H  5.69  -3.70  -0.12  0.475
H  7.32  -5.45  -1.47  0.469
H  6.30  -4.96  -2.77  0.482
H  8.50  -3.70  -2.24  0.363
H  7.58  -2.87  -1.01  0.423
H  7.48  -1.47  -2.85  0.300
H  7.36  -2.74  -4.03  0.404
H  5.20  -2.17  -2.00  0.179
H  5.00  -3.15  -3.43  0.438
H  5.18  -0.18  -3.16  0.421
H  5.48  -0.90  -4.72  0.407
H  3.11  -0.31  -4.50  0.366
H  3.32  -2.07  -4.60  0.373
H  2.94  -0.40  -2.12  0.447
H  3.05  -2.19  -2.12  -0.015
H  1.05  -2.15  -3.71  0.202
H  1.00  -0.45  -3.46  0.661
H  -1.84  -1.17  -1.88  -0.201
H  -0.88  -0.06  -2.76  0.388
H  -2.25  2.29  -0.41  0.292
H  -2.13  0.34  1.10  0.280
H  0.28  -3.55  0.93  0.097
H  -1.01  -5.02  -0.20  0.143
H  -2.37  -2.19  -0.05  0.273
H  -0.82  -5.86  -2.67  0.333
H  0.12  -5.24  -4.05  0.379
H  -1.56  -5.64  -4.22  0.489
H  -3.51  -2.72  -2.57  0.279
H  -3.09  -3.94  -1.38  0.459
H  -4.90  -4.39  -3.27  0.426
H  -3.86  -5.65  -2.71  0.329
H  -3.53  -4.81  -4.24  0.387
C  -6.45  8.61  -0.36  -0.801
O  -5.24  8.01  0.02  -0.297
C  -5.32  7.18  1.16  -0.580
C  -4.61  5.85  0.98  -0.137
O  -5.19  4.96  0.03  -0.463
C  -5.15  5.28  -1.36  -0.327
C  -3.78  5.26  -2.00  -0.107
O  -2.94  6.30  -1.53  -0.322
C  -1.64  5.89  -1.16  -0.602
H  -6.63  9.54  0.20  0.306
H  -6.38  8.85  -1.42  0.236
H  -7.30  7.93  -0.22  0.372
H  -6.36  6.99  1.44  0.349
H  -4.84  7.70  2.00  0.363
H  -4.69  5.32  1.93  0.369
H  -3.55  5.99  0.79  0.070
H  -5.66  6.22  -1.56  0.107
H  -5.73  4.50  -1.84  0.417
H  -3.90  5.38  -3.08  0.398
H  -3.32  4.28  -1.82  -0.051
H  -1.67  4.90  -0.68  0.189
H  -1.24  6.61  -0.45  0.266
H  -0.98  5.85  -2.04  0.284
C  -3.65  4.33  6.34  -0.828
O  -2.38  4.04  5.80  -0.222
C  -1.36  3.82  6.76  -0.528
C  -0.52  2.60  6.46  -0.260
O  -1.18  1.35  6.57  -0.453
C  -2.18  1.00  5.64  -0.502
C  -1.71  0.76  4.22  -0.388
O  -1.26  1.95  3.59  -0.168
C  -0.02  1.82  2.91  -0.389
H  -3.74  5.40  6.57  0.302
H  -4.39  4.06  5.60  0.223
H  -3.84  3.75  7.25  0.392
H  -1.78  3.73  7.77  0.341
H  -0.69  4.70  6.75  0.370
H  0.26  2.57  7.23  0.415
H  0.00  2.69  5.50  0.035
H  -3.01  1.71  5.66  0.155
H  -2.59  0.05  6.00  0.422
H  -2.56  0.37  3.65  0.245
H  -0.93  0.00  4.22  0.383
H  0.68  1.16  3.44  0.444
H  0.44  2.81  2.85  0.287
H  -0.19  1.45  1.90  -0.108

Summary of highest occupied orbital energy in eV
-12.3 -8.9
(order as listed above)
Summary of frontier orbital gap in eV
9.018 9.253
(order as listed above)
Summary of E_LUMO in Ha
-0.1224 0.0121
(order as listed above)